(1)
ORCA calculation (wB97M-V/def2-TZVPD) on the molecule C2H5ClN2O2.

## Properties
Energy above the lowest of the compared OMol25 structures with the same formula, charge and spin   36.9 kcal/mol
E_HOMO   -0.3587 Eh
LUMO level   0.302 eV
Max |F|   4.17 eV/Å
SMILES   O/N=C(/CCl)NO
M   124.53 g mol⁻¹

Bonds (Å) are listed after each position.
CARTESIAN COORDINATES (ANGSTROEM)
1 O -2.04069 -0.88919 -0.66864  N2 1.406, H8 1.036
2 N -0.71233 -1.32353 -0.51287  O1 1.406, C3 1.304
3 C -0.04690 -0.34297 0.03185  N2 1.304, C4 1.450, N6 1.432
4 C 1.27557 -0.84009 0.35745  C3 1.450, Cl5 1.877, H9 1.100, H10 1.102
5 Cl 2.51390 0.18574 -0.61063  C4 1.877
6 N -0.54643 0.88875 0.56407  C3 1.432, O7 1.450, H11 1.009
7 O -1.07191 1.73071 -0.49324  N6 1.450, H12 0.962
8 H -2.16974 0.00061 -0.15399  O1 1.036
9 H 1.54136 -1.90693 0.31719  C4 1.100
10 H 1.44804 -0.69305 1.43633  C4 1.102
11 H 0.24453 1.38690 0.94351  N6 1.009
12 H -0.43540 1.80305 -1.21102  O7 0.962

natural (NBO) population analysis, charges in e, atoms 1 to 6: O -0.560; N -0.049; C 0.213; C -0.371; Cl -0.120; N -0.344

(2)
ORCA calculation (wB97M-V/def2-TZVPD) on a cluster of 2 separate species, C2H5ClN2S in total.

## Properties
Energy above the lowest of the compared OMol25 structures with the same formula, charge and spin   16.5 kcal/mol
E_HOMO   -0.3501 Eh
LUMO level   0.670 eV
Max |F|   1.44 eV/Å
SMILES   C1CSN=N1.Cl
M   124.60 g mol⁻¹

Bonds (Å) are listed after each position.
CARTESIAN COORDINATES (ANGSTROEM)
1 C 0.72751 1.08589 0.53434  C2 1.541, N5 1.440, H6 1.091, H7 1.094
2 C 0.39681 -0.13580 1.41385  C1 1.541, S3 1.839, H8 1.086, H9 1.088
3 S -0.44809 -1.27952 0.24803  C2 1.839, N4 1.669
4 N -0.43763 -0.14219 -0.97404  S3 1.669, N5 1.215
5 N 0.10944 0.92058 -0.75626  C1 1.440, N4 1.215
6 H 0.36922 2.02151 0.96705  C1 1.091
7 H 1.80286 1.18596 0.35780  C1 1.094
8 H 1.27556 -0.62816 1.81867  C2 1.086
9 H -0.30364 0.09567 2.21417  C2 1.088
10 Cl -2.05871 -1.97686 -3.29042  H11 1.286
11 H -1.43332 -1.14709 -2.53319  Cl10 1.286

natural (NBO) population analysis, charges in e, atoms 1 to 6: C -0.309; C -0.581; S 0.402; N -0.301; N -0.110; H 0.230

(3)
ORCA calculation (wB97M-V/def2-TZVPD) on a cluster of 2 separate species, C2H5ClN2S in total.

## Properties
Energy above the lowest of the compared OMol25 structures with the same formula, charge and spin   32.9 kcal/mol
E_HOMO   -0.3324 Eh
LUMO level   0.646 eV
Max |F|   3.02 eV/Å
SMILES   C1CSN=N1.Cl
M   124.60 g mol⁻¹

Bonds (Å) are listed after each position.
CARTESIAN COORDINATES (ANGSTROEM)
1 C 1.48313 0.41123 -0.09919  C2 1.527, N5 1.395, H6 1.128, H7 1.205
2 C -0.00525 0.30674 0.22486  C1 1.527, S3 1.791, H8 1.054, H9 1.084
3 S -0.39544 -1.40923 -0.10822  C2 1.791, N4 1.735
4 N 1.27540 -1.79992 -0.36389  S3 1.735, N5 1.185
5 N 2.00115 -0.86312 -0.33336  C1 1.395, N4 1.185
6 H 1.64249 0.88594 -1.10994  C1 1.128
7 H 2.26435 0.77475 0.74317  C1 1.205
8 H -0.09245 0.48553 1.25975  C2 1.054
9 H -0.69006 0.86732 -0.40047  C2 1.084
10 Cl -3.67100 0.69480 -0.24881  H11 1.261
11 H -3.81231 -0.35405 0.43609  Cl10 1.261

natural (NBO) population analysis, charges in e, atoms 1 to 6: C -0.301; C -0.607; S 0.303; N -0.215; N -0.129; H 0.233

(4)
ORCA calculation (wB97M-V/def2-TZVPD) on a cluster of 2 separate species, C2H5ClNO in total.

## Properties
Total charge   -1
Energy above the lowest of the compared OMol25 structures with the same formula, charge and spin   140.0 kcal/mol
E_HOMO (alpha / beta)   -0.0883 / -0.1450 Eh
LUMO level (alpha / beta)   4.257 / 4.410 eV
Max |F|   4.38 eV/Å
M   94.52 g mol⁻¹

Bonds (Å) are listed after each position.
CARTESIAN COORDINATES (ANGSTROEM)
1 C -1.02724 0.10538 0.43101  C2 1.499, H6 1.174, H7 1.131, H8 1.100
2 C -0.71554 -0.79497 -0.72619  C1 1.499, H9 1.088, H10 1.009
3 N 1.86549 0.65759 -0.51241  O4 1.170, Cl5 2.058
4 O 1.25507 1.32175 0.23328  N3 1.170
5 Cl 2.87646 -0.85446 0.45132  N3 2.058
6 H -2.03074 0.71262 0.38892  C1 1.174
7 H -1.10843 -0.22719 1.50844  C1 1.131
8 H -0.30543 0.92248 0.57548  C1 1.100
9 H 0.28726 -1.21731 -0.70454  C2 1.088
10 H -1.09689 -0.62590 -1.64531  C2 1.009

natural (NBO) population analysis, charges in e, atoms 1 to 6: C -0.712; C -0.366; N 0.048; O -0.399; Cl -0.546; H 0.163